Entry 1:
Density functional theory data (ωB97M-V/def2-TZVPD) for a structure of composition C44H59MoN5OP2SSi.

```
114
Properties=species:S:1:pos:R:3:lowdin_charge:R:1
Mo 0.215 0.523 -0.402 1.0449
C -3.755 -0.826 -4.929 -0.0606
C -2.271 -0.910 -5.086 -0.2396
N -1.732 -1.461 -3.858 0.0089
C -1.313 -0.650 -2.848 -0.7171
S -0.651 -1.365 -1.396 0.6570
N -1.596 0.646 -2.937 0.0394
N -1.112 1.397 -1.904 -0.1522
C -1.370 2.649 -1.823 -0.2483
C -2.191 3.311 -2.928 0.0107
C -1.152 3.256 -0.484 -0.1971
C -1.513 4.579 -0.178 0.0337
C -1.181 5.143 1.045 0.0077
C -0.676 4.283 2.009 -0.0095
C -0.435 2.954 1.671 -0.1465
N -0.597 2.460 0.455 -0.0255
H -4.319 -0.785 -5.821 0.0734
H -4.046 0.055 -4.397 0.0667
H -3.971 -1.733 -4.452 0.0674
H -1.841 0.056 -5.418 0.1258
H -1.929 -1.578 -5.846 0.1186
H -1.479 -2.411 -4.008 0.0980
H -2.029 4.464 -2.932 0.1207
H -3.223 3.010 -2.893 0.0864
H -1.886 3.061 -3.925 0.0693
H -1.834 5.074 -1.035 0.0881
H -1.264 6.212 1.230 0.1347
H -0.331 4.626 2.976 0.1268
H 0.049 2.373 2.455 0.0938
C -0.494 -0.202 4.388 -0.0941
N -0.421 -0.404 2.912 -0.5319
P -1.708 -0.959 1.902 0.9694
C -2.850 0.447 1.409 -0.3878
C -3.587 0.116 0.289 -0.1357
C -4.484 1.003 -0.308 -0.0676
C -4.690 2.251 0.231 -0.0731
C -4.024 2.554 1.409 -0.0661
C -3.107 1.665 2.018 -0.1218
C -2.892 -1.903 2.935 -0.3384
C -2.868 -3.291 2.936 -0.1003
C -3.741 -4.045 3.732 -0.0471
C -4.600 -3.366 4.594 -0.0628
C -4.568 -1.988 4.659 -0.0778
C -3.781 -1.216 3.822 -0.0715
P 1.050 -0.664 2.041 0.9027
C 1.192 -2.448 2.053 -0.4053
C 0.484 -3.163 2.997 -0.1406
C 0.515 -4.545 3.134 -0.0287
C 1.390 -5.204 2.242 -0.0680
C 2.194 -4.531 1.396 -0.0829
C 2.174 -3.135 1.326 -0.0608
C 2.257 -0.120 3.216 -0.3891
C 2.890 -0.965 4.097 -0.0775
C 3.644 -0.542 5.169 -0.0574
C 3.894 0.789 5.381 -0.0616
C 3.297 1.698 4.534 -0.0554
C 2.512 1.249 3.443 -0.0930
H -1.416 0.363 4.542 0.0694
H 0.381 0.373 4.732 0.0792
H -0.631 -1.151 4.943 0.0902
H -3.406 -0.792 -0.286 0.0892
H -5.060 0.720 -1.216 0.1260
H -5.332 2.985 -0.119 0.0921
H -4.072 3.546 1.879 0.1167
H -2.780 1.929 3.018 0.1054
H -2.132 -3.815 2.409 0.0716
H -3.810 -5.100 3.688 0.1003
H -5.169 -3.992 5.297 0.1234
H -5.265 -1.432 5.310 0.1232
H -3.860 -0.154 3.861 0.0856
H -0.210 -2.589 3.642 0.0834
H -0.087 -5.006 3.905 0.1170
H 1.480 -6.320 2.174 0.1341
H 2.834 -5.103 0.753 0.1113
H 2.811 -2.682 0.597 0.0904
H 2.580 -2.007 4.007 0.1084
H 4.014 -1.246 5.929 0.1296
H 4.506 1.089 6.252 0.1334
H 3.575 2.732 4.546 0.1049
H 1.951 1.990 2.826 0.0808
O -0.152 -4.280 -4.482 -0.0486
H 0.689 -4.578 -4.824 0.0415
H -0.387 -4.874 -3.754 0.0545
C 1.176 1.899 -3.621 -0.1906
Si 1.909 0.784 -2.427 0.6675
C 2.646 -0.709 -3.396 -0.5940
C 2.962 -1.927 -2.593 -0.1116
C 1.638 -0.958 -4.585 -0.0671
C 3.960 -0.147 -4.069 -0.0705
C 3.119 1.809 -1.361 -0.6477
C 3.943 0.785 -0.601 -0.1075
C 2.352 2.576 -0.263 -0.1042
C 4.005 2.751 -2.174 -0.0571
H 1.959 2.062 -4.380 0.0708
H 0.809 2.782 -3.198 0.0128
H 0.291 1.643 -4.237 0.0524
H 3.427 -2.677 -3.190 0.0790
H 2.032 -2.355 -2.107 0.0683
H 3.697 -1.709 -1.829 0.0602
H 0.642 -1.230 -4.243 0.0418
H 1.998 -1.842 -5.148 0.1059
H 1.550 -0.124 -5.199 0.0469
H 4.796 0.110 -3.375 0.0890
H 3.748 0.665 -4.727 0.0624
H 4.237 -0.939 -4.739 0.0844
H 3.275 0.056 -0.077 0.0568
H 4.600 1.266 0.109 0.0912
H 4.583 0.222 -1.324 0.0822
H 1.787 1.887 0.355 -0.0215
H 1.701 3.347 -0.661 0.0888
H 3.117 2.930 0.404 0.0995
H 4.378 2.257 -3.172 0.1134
H 4.800 3.054 -1.563 0.0726
H 3.570 3.629 -2.534 0.0619
```

- Total charge: +2
- ΔE to the lowest compared entry with this formula, charge and spin: 342.29 kJ/mol
- E_HOMO (alpha / beta): -0.472 / -0.472 Eh
- Multiplicity: 3
- Max |F|: 3.3 eV Å⁻¹
- E_LUMO (alpha / beta): -0.2430 / -0.2428 hartree
- Molecular weight: 892.03 g/mol
- Electronic energy: -3499.0807 Eh
- Frontier orbital gap (alpha / beta): 0.229 / 0.229 Ha
- <S²>: 2.05



Entry 2:
Density functional theory data (ωB97M-V/def2-TZVPD) for a structure of composition C35H61IN14SSc.

```
113
Properties=species:S:1:pos:R:3:lowdin_charge:R:1
Sc 0.491 0.035 0.347 0.8633
C 0.772 2.007 -4.180 -0.0873
N 1.940 1.232 -3.794 -0.1322
C 3.037 1.306 -4.744 -0.0325
C 2.033 0.611 -2.592 -0.4448
N 0.996 0.111 -1.968 0.0001
C -0.112 -0.360 -2.796 -0.2068
C -0.512 -1.707 -2.241 -0.1831
N -1.148 -1.542 -0.912 -0.1737
C -2.578 -1.193 -1.158 -0.1539
C -3.237 -0.243 -0.174 -0.2295
N -2.692 1.079 -0.362 0.0809
C -3.492 2.095 -0.392 -0.3873
N -3.117 3.253 -1.025 -0.1572
C -3.412 4.562 -0.474 -0.0471
C -2.207 3.243 -2.149 -0.0691
N -4.771 2.123 0.135 -0.1576
C -5.111 1.518 1.403 -0.0569
C -5.858 2.831 -0.516 -0.0544
C -1.082 -2.845 -0.219 -0.2012
C -1.447 -2.736 1.243 -0.2030
N -0.559 -1.807 1.928 0.0465
C 0.166 -2.280 2.902 -0.4282
N 0.693 -1.398 3.830 -0.1526
C -0.205 -0.683 4.714 -0.0452
C 2.047 -1.574 4.318 -0.0513
N 0.482 -3.596 3.108 -0.1361
C 0.756 -4.565 2.064 -0.0673
C 0.609 -4.132 4.454 -0.0402
N 3.297 0.376 -2.054 -0.1482
C 4.316 1.422 -1.977 -0.0927
C 3.801 -0.972 -2.317 -0.0892
H 1.100 2.994 -4.511 0.0905
H 0.220 1.527 -4.993 0.0991
H 0.123 2.148 -3.323 0.0325
H 2.684 0.982 -5.725 0.0999
H 3.403 2.332 -4.835 0.0965
H 3.858 0.663 -4.446 0.0761
H -0.968 0.320 -2.782 0.0909
H 0.197 -0.483 -3.837 0.1276
H -1.187 -2.244 -2.918 0.1360
H 0.393 -2.304 -2.122 0.1126
H -2.645 -0.709 -2.131 0.1155
H -3.153 -2.123 -1.225 0.1289
H -4.318 -0.290 -0.353 0.1247
H -3.078 -0.604 0.849 0.0817
H -3.904 4.463 0.490 0.0884
H -2.480 5.114 -0.327 0.0951
H -4.054 5.149 -1.138 0.0913
H -2.047 2.216 -2.461 0.0668
H -2.640 3.811 -2.978 0.0990
H -1.241 3.691 -1.898 0.0264
H -4.232 1.085 1.867 0.0564
H -5.517 2.275 2.083 0.0953
H -5.864 0.733 1.291 0.0948
H -5.556 3.145 -1.511 0.0935
H -6.720 2.166 -0.610 0.0927
H -6.173 3.713 0.051 0.0888
H -1.734 -3.569 -0.725 0.1347
H -0.060 -3.209 -0.309 0.0720
H -2.475 -2.376 1.338 0.1051
H -1.447 -3.733 1.683 0.1079
H -1.195 -0.635 4.269 0.0867
H -0.278 -1.188 5.687 0.0911
H 0.147 0.333 4.898 0.0765
H 2.599 -2.225 3.642 0.0916
H 2.557 -0.608 4.332 0.0713
H 2.080 -1.993 5.331 0.0895
H 0.906 -4.066 1.115 0.0195
H 1.687 -5.083 2.307 0.1004
H -0.035 -5.316 1.977 0.0962
H 0.238 -3.423 5.188 0.0840
H 0.011 -5.042 4.532 0.0977
H 1.646 -4.385 4.693 0.0940
H 4.180 2.214 -2.711 0.0550
H 4.310 1.882 -0.989 0.0482
H 5.294 0.969 -2.140 0.0936
H 4.314 -1.030 -3.286 0.0841
H 4.503 -1.267 -1.542 0.0564
H 2.975 -1.677 -2.310 0.0577
N 4.858 -1.430 0.922 0.0875
C 3.609 -0.923 1.036 -0.8291
S 2.295 -1.879 0.436 0.7044
N 3.521 0.244 1.623 0.0321
N 2.231 0.656 1.775 -0.0203
C 2.032 1.577 2.651 -0.1984
C 3.124 2.274 3.376 -0.1904
C 3.261 2.166 4.756 -0.0502
C 4.282 2.838 5.413 -0.0702
C 5.161 3.635 4.693 -0.0761
C 5.019 3.756 3.316 -0.0618
C 4.009 3.074 2.658 -0.0202
C 0.625 1.908 2.933 -0.2541
C 0.271 2.910 3.825 0.0125
C -1.072 3.148 4.073 -0.0243
C -2.017 2.370 3.431 -0.0266
C -1.575 1.405 2.538 -0.1308
N -0.295 1.181 2.278 0.0164
H 4.978 -2.379 0.621 0.0874
H 5.608 -0.960 1.403 0.1092
H 2.568 1.554 5.324 0.1096
H 4.388 2.743 6.486 0.1070
H 5.954 4.164 5.205 0.1065
H 5.699 4.383 2.754 0.1083
H 3.895 3.160 1.584 0.0972
H 1.040 3.494 4.308 0.1231
H -1.370 3.928 4.761 0.1185
H -3.076 2.505 3.602 0.1060
H -2.275 0.781 2.005 0.0700
I 1.653 3.705 -1.145 0.8234
C 0.388 2.348 -0.024 -0.6775
H 0.370 2.929 0.891 -0.0769
H -0.598 2.486 -0.471 -0.0891
```

- Total charge: +1
- ΔE to the lowest compared entry with this formula, charge and spin: 0.00 kJ/mol
- E_HOMO: -0.359 Eh
- Multiplicity: 1
- Max |F|: 0.1 eV Å⁻¹
- E_LUMO: -0.0940 hartree
- Molecular weight: 881.90 g/mol
- Electronic energy: -3593.3322 Eh
- Frontier orbital gap: 0.265 Ha



Entry 3:
Density functional theory data (ωB97M-V/def2-TZVPD) for an isolated molecule of C4H6O2.

```
12
Properties=species:S:1:pos:R:3:lowdin_charge:R:1
O 2.362 -0.848 0.250 0.0603
C 1.552 -0.080 0.716 -0.1987
C 0.529 0.626 -0.171 -0.3286
C -0.439 -0.293 -0.889 -0.1344
C -1.362 -0.195 0.282 -0.0433
O -0.581 1.232 0.515 -0.1084
H 1.536 0.152 1.802 0.1331
H 1.088 1.281 -0.853 0.1553
H -0.215 -1.227 -1.395 0.1203
H -0.905 0.407 -1.593 0.1248
H -1.175 -0.485 1.292 0.0967
H -2.389 -0.571 0.044 0.1229
```

- ΔE to the lowest compared entry with this formula, charge and spin: 332.78 kJ/mol
- E_HOMO: -0.356 Eh
- Multiplicity: 1
- Max |F|: 2.0 eV Å⁻¹
- E_LUMO: 0.0260 hartree
- Molecular weight: 86.09 g/mol
- Electronic energy: -306.3795 Eh
- Frontier orbital gap: 0.382 Ha
- SMILES: O=C[C@H]1CCO1



Entry 4:
Density functional theory data (ωB97M-V/def2-TZVPD) for a structure of composition C13H28BeN4O7.

```
53
Properties=species:S:1:pos:R:3:lowdin_charge:R:1
O 0.227 -2.532 -2.946 -0.1318
H -0.059 -3.365 -3.367 0.0515
Be -0.757 -0.087 0.569 0.0699
N -0.675 0.878 -1.243 -0.1374
N 1.792 -0.635 -2.195 -0.1982
N -1.901 -0.803 1.588 -0.0242
N 0.489 -0.841 1.574 -0.0948
O -1.926 1.039 -1.003 -0.1502
O -3.165 -1.095 1.021 -0.0208
O 1.750 -0.651 1.413 -0.0893
O 2.690 -0.365 -1.128 -0.0159
C 1.178 0.501 -2.690 -0.2395
C -0.203 0.865 -2.492 -0.2843
C -1.423 -1.749 2.407 -0.2108
C 0.015 -1.749 2.439 -0.2504
C -1.048 1.285 -3.650 -0.0292
H -0.889 0.578 -4.480 0.0861
H -0.777 2.293 -4.000 0.0767
H -2.093 1.253 -3.320 0.0702
C 2.066 1.431 -3.421 -0.0303
H 2.630 0.905 -4.201 0.0730
H 2.785 1.880 -2.718 0.0924
H 1.481 2.228 -3.891 0.0753
C -2.303 -2.769 2.998 0.0103
C 0.836 -2.753 3.160 -0.0217
H -3.248 -2.801 2.440 0.0871
H -2.507 -2.496 4.039 0.1052
H -1.813 -3.750 2.976 0.0936
H 1.899 -2.501 3.081 0.0796
H 0.658 -3.741 2.708 0.0903
H 0.556 -2.799 4.220 0.0856
H -3.437 -0.277 0.560 0.1081
H 2.195 -0.500 -0.263 0.0604
C 2.320 -1.654 -3.089 0.0042
H 1.199 -2.234 -3.359 -0.0442
H 2.892 -2.371 -2.500 0.1028
H 2.831 -1.245 -3.969 0.0921
O -0.666 -1.392 -0.530 0.0194
H -0.076 -1.514 -1.331 0.0852
H -1.492 -1.848 -0.774 0.1201
C -0.568 3.193 2.833 -0.1447
C 0.481 3.581 1.786 -0.1358
C 0.433 2.519 0.696 -0.1069
O -0.472 1.470 1.200 -0.2036
C -0.941 1.749 2.577 -0.1163
H -0.214 3.329 3.857 0.1149
H -1.462 3.807 2.714 0.1132
H 1.478 3.600 2.233 0.1129
H 0.307 4.582 1.381 0.1147
H -0.022 2.890 -0.222 0.1173
H 1.397 2.056 0.466 0.1251
H -0.433 1.067 3.262 0.1201
H -2.012 1.539 2.583 0.1230
```

- ΔE to the lowest compared entry with this formula, charge and spin: 149.22 kJ/mol
- E_HOMO (alpha / beta): -0.272 / -0.242 Eh
- Multiplicity: 1
- Max |F|: 4.2 eV Å⁻¹
- E_LUMO (alpha / beta): 0.0012 / -0.0265 hartree
- Molecular weight: 361.40 g/mol
- Electronic energy: -1272.2993 Eh
- Frontier orbital gap (alpha / beta): 0.273 / 0.215 Ha